CH7NO2P | ωB97M-V with the def2-TZVPD basis set

Computed properties:
Energy relative to the best compared isomer or geometry (same formula, charge and spin), kJ/mol: 124.2
Energy, eV: -16016.8378
Orbital gap, eV: 11.3
E_LUMO, eV: -3.677
HOMO level, eV: -15.02
Total charge: +1

```
12
Properties=species:S:1:pos:R:3:forces:R:3
C 1.5601 0.1065 -0.5037 1.305 -1.443 -3.204
N 1.9267 -0.8841 0.2309 -0.546 -1.614 -0.777
O 1.5921 1.2716 -0.0805 -0.626 2.552 1.193
O -0.8426 0.3791 -0.0480 2.600 0.389 -0.035
P -2.2841 0.2302 -0.0137 -2.031 -0.586 1.672
H 1.5268 -0.0700 -1.6443 -0.250 0.567 2.015
H 1.7861 -0.9151 1.2064 0.131 0.197 1.332
H -2.7217 -1.0441 -0.0608 -0.344 -1.408 -0.408
H 1.9595 -1.7790 -0.2146 0.018 -0.539 -0.090
H 1.5640 1.2810 0.9026 0.086 0.502 -0.504
H -3.0558 0.8493 -0.9016 -0.710 0.974 -1.629
H -3.0111 0.5746 1.1273 0.368 0.408 0.434
```
Positions in Å, forces in eV/Å.

Atom charges from the Löwdin analysis, given in e for atoms 1 to 2: atom 1 (C): -0.268, atom 2 (N): 0.239